1.
A 7-piece molecular cluster, C35H49Cl24N3O2S2 overall, computed with ωB97M-V with the def2-TZVPD basis set.

Calculated values
Structure (SMILES): C=CC[C@](N)(Cc1ccccc1C)[C@@H](CCCSC(=S)N1CCOCC1)O[C@@H](CN)CCCCCC.ClC(Cl)(Cl)Cl.ClC(Cl)(Cl)Cl.ClC(Cl)(Cl)Cl.ClC(Cl)(Cl)Cl.ClC(Cl)(Cl)Cl.ClC(Cl)(Cl)Cl
Net charge: 0
Kohn-Sham gap (eV): 6.91
HOMO level (eV): -7.85

CARTESIAN COORDINATES (ANGSTROEM)
1 C 1.0439 -2.2958 2.8576
2 C 0.2050 -1.0514 2.6591
3 C -0.6995 -0.8786 1.2988
4 C -0.0721 0.1776 0.1947
5 N 1.3338 -0.1526 -0.2560
6 C -0.1894 1.7569 0.6256
7 C 0.7750 2.2136 1.8686
8 C 2.3779 1.9133 2.0327
9 C 3.2998 2.4554 3.3153
10 C 2.6062 3.3332 4.5142
11 C 0.9961 3.6525 4.3726
12 C 0.0720 3.1190 3.0861
13 C -1.5061 3.5775 3.1004
14 C -1.0318 0.0108 -1.1650
15 C -0.6912 -1.3305 -2.0427
16 C -0.1917 -1.0490 -3.5802
17 C 0.8423 0.2095 -3.7577
18 S 2.3417 -0.1312 -4.8260
19 C 3.8560 -0.5712 -3.8169
20 S 4.0899 -2.2535 -3.4681
21 N 4.9133 0.3765 -3.3008
22 C 4.6950 0.7920 -1.8662
23 C 3.9086 2.2139 -1.6562
24 O 4.7761 3.2611 -2.2910
25 C 4.5910 2.9823 -3.7473
26 C 5.1848 1.5345 -4.2292
27 O -2.4856 -0.0450 -0.7954
28 C -3.1948 1.1326 -1.3693
29 C -3.3920 0.8288 -2.9961
30 N -4.5024 1.6441 -3.6266
31 C -4.6689 1.2093 -0.5850
32 C -4.8224 2.6781 0.1658
33 C -4.7924 3.9592 -0.8570
34 C -3.9270 5.2274 -0.2426
35 C -2.6778 5.7117 -1.1995
36 C -3.1226 6.9236 -2.2627
37 H 2.2259 -2.2734 2.9655
38 H 0.5598 -3.3837 2.9423
39 H 0.2243 -0.2811 3.5476
40 H -0.7798 -1.9476 0.7731
41 H -1.7937 -0.5731 1.6648
42 H 1.8200 0.7181 -0.5681
43 H 1.8805 -0.6806 0.4592
44 H 0.0832 2.4541 -0.3011
45 H -1.3497 1.9585 0.8217
46 H 2.9610 1.3179 1.2114
47 H 4.4615 2.1967 3.3080
48 H 3.2691 3.7295 5.3940
49 H 0.5050 4.3053 5.2377
50 H -1.7015 4.1177 2.0539
51 H -2.2742 2.6986 3.1902
52 H -1.6558 4.4285 3.9142
53 H -0.9063 1.0283 -1.7476
54 H 0.0461 -2.0933 -1.4951
55 H -1.7175 -1.9333 -2.1372
56 H 0.2540 -2.0192 -4.1125
57 H -1.1768 -0.7958 -4.2054
58 H 0.2262 1.0694 -4.3112
59 H 1.2202 0.6842 -2.7572
60 H 5.7074 0.7434 -1.2779
61 H 3.9975 -0.0460 -1.3799
62 H 2.8359 2.1727 -2.1251
63 H 3.8406 2.4304 -0.4858
64 H 3.4650 3.1664 -4.0074
65 H 5.2343 3.8242 -4.2973
66 H 6.3626 1.6513 -4.2962
67 H 4.8180 1.3687 -5.3431
68 H -2.6725 2.1550 -1.1464
69 H -3.5853 -0.3120 -3.2026
70 H -2.3735 1.1466 -3.5316
71 H -5.2603 0.9340 -3.8439
72 H -4.1931 2.0434 -4.5415
73 H -4.7315 0.3960 0.2852
74 H -5.5731 0.9684 -1.3012
75 H -3.9632 2.7162 0.9737
76 H -5.8398 2.6634 0.7516
77 H -5.8761 4.3711 -1.0664
78 H -4.3112 3.6882 -1.9144
79 H -3.4567 4.9087 0.7897
80 H -4.6055 6.1861 -0.0669
81 H -2.1170 4.8261 -1.7406
82 H -1.8620 6.2235 -0.4955
83 H -3.8087 6.4573 -3.0911
84 H -3.6365 7.8347 -1.7201
85 H -2.1246 7.2861 -2.7990
86 Cl -0.9376 -5.3898 -0.1893
87 C -2.4761 -5.0340 0.6361
88 Cl -2.3589 -5.5207 2.3461
89 Cl -2.8130 -3.2872 0.5374
90 Cl -3.7948 -5.9386 -0.1498
91 Cl 2.9758 -8.1139 1.5541
92 C 2.9239 -6.4840 0.8361
93 Cl 1.8046 -5.4592 1.7696
94 Cl 4.5548 -5.7675 0.8713
95 Cl 2.3605 -6.5956 -0.8506
96 Cl 0.1135 4.6168 9.2357
97 C 1.7240 4.9318 8.5414
98 Cl 2.1044 6.6663 8.6866
99 Cl 2.9465 3.9798 9.4211
100 Cl 1.7313 4.4640 6.8221
101 Cl -4.7201 -9.5147 -3.8049
102 C -5.4761 -9.3633 -2.1986
103 Cl -5.9708 -7.6724 -1.9321
104 Cl -6.9071 -10.4213 -2.1136
105 Cl -4.3062 -9.8446 -0.9438
106 Cl -2.8373 -9.2666 2.1785
107 C -1.4071 -9.4372 3.2275
108 Cl -0.2898 -8.0808 2.9335
109 Cl -1.9179 -9.4268 4.9344
110 Cl -0.5835 -10.9747 2.8634
111 Cl 7.4477 -3.7988 2.3127
112 C 8.1928 -4.1463 0.7319
113 Cl 8.3653 -5.9083 0.5312
114 Cl 7.1593 -3.4988 -0.5669
115 Cl 9.7990 -3.3793 0.6510

Atoms 1-2, force components in eV/Å:
C -1.345 1.752 -0.336
C 1.818 -2.926 -0.036

---

2.
The molecule C19H22N2O5S2, computed with ωB97M-V with the def2-TZVPD basis set.

Calculated values
Structure (SMILES): Cc1ccc(S(=O)(=O)N(C)C)cc1NC(=O)[C@@H](C)OC(=O)/C=C/c1cccs1
Net charge: 0
Kohn-Sham gap (eV): 8.29
ΔE to the lowest compared entry with this formula, charge and spin (kcal per mole): 25.1
HOMO level (eV): -8.88

CARTESIAN COORDINATES (ANGSTROEM)
1 C 0.2961 -2.3216 0.2948
2 C -1.1238 -1.8393 0.3575
3 C -2.1776 -2.7386 0.2721
4 C -3.4935 -2.3099 0.3165
5 C -3.7521 -0.9633 0.4698
6 S -5.4553 -0.4175 0.5132
7 O -6.2654 -1.4914 1.0122
8 O -5.5366 0.8544 1.1746
9 N -5.7653 -0.2733 -1.1432
10 C -7.1548 -0.4720 -1.4934
11 C -5.1833 0.9289 -1.6963
12 C -2.7319 -0.0410 0.5725
13 C -1.4110 -0.4728 0.5013
14 N -0.3526 0.4359 0.5828
15 C -0.3624 1.7458 0.2301
16 O -1.3186 2.3604 -0.1795
17 C 0.9976 2.4242 0.4317
18 C 0.9578 3.2543 1.7149
19 O 2.0287 1.4362 0.4995
20 C 3.2498 1.7801 0.0261
21 O 3.5048 2.8648 -0.4343
22 C 4.1786 0.6578 0.1466
23 C 5.4516 0.7706 -0.2678
24 C 6.4382 -0.2544 -0.2026
25 C 7.7488 -0.1734 -0.6116
26 C 8.4671 -1.3631 -0.4123
27 C 7.7056 -2.3451 0.1455
28 S 6.0964 -1.8392 0.4396
29 H 0.8426 -1.8207 -0.5041
30 H 0.3220 -3.3914 0.1070
31 H 0.8130 -2.1334 1.2367
32 H -1.9622 -3.7912 0.1625
33 H -4.3208 -2.9966 0.2517
34 H -7.7643 0.4148 -1.2856
35 H -7.5235 -1.3045 -0.8998
36 H -7.2237 -0.7172 -2.5538
37 H -4.1200 0.9396 -1.4682
38 H -5.3167 0.9212 -2.7776
39 H -5.6422 1.8313 -1.2780
40 H -2.9666 1.0005 0.7147
41 H 0.5555 0.0537 0.8115
42 H 1.1930 3.0843 -0.4225
43 H 0.1291 3.9539 1.6607
44 H 1.8877 3.8073 1.8244
45 H 0.8238 2.6043 2.5771
46 H 3.7957 -0.2534 0.5810
47 H 5.7692 1.7157 -0.6912
48 H 8.1709 0.7180 -1.0398
49 H 9.5031 -1.4892 -0.6700
50 H 7.9976 -3.3440 0.4030

Atoms 1-2, force components in eV/Å:
C -0.126 0.031 -0.015
C -0.009 0.185 -0.009

---

3.
A 2-piece molecular cluster, C28H20FNO overall, computed with ωB97M-V with the def2-TZVPD basis set.

Calculated values
Net charge: 0
Kohn-Sham gap (eV): 3.42
HOMO level (eV): -6.42

CARTESIAN COORDINATES (ANGSTROEM)
1 C 1.6766 -3.1646 2.6096
2 C 0.7179 -2.5631 1.7847
3 C 0.5073 -1.1920 1.8571
4 C 1.2623 -0.3889 2.7521
5 C 1.0062 1.0233 2.8879
6 C -0.3201 1.6167 2.8567
7 O -0.4775 2.8376 2.7451
8 C -1.5156 0.6902 3.0074
9 C -1.5460 -0.3404 3.9556
10 C -2.6385 -1.2087 4.0200
11 C -3.7243 -1.0124 3.1563
12 C -3.7266 0.0623 2.2576
13 C -2.6334 0.9281 2.2041
14 C 2.0790 1.9227 3.0266
15 N 3.0072 2.6384 3.1134
16 C 2.2762 -1.0046 3.5270
17 C 2.4496 -2.3852 3.4790
18 H 1.8227 -4.2437 2.5676
19 H 0.1173 -3.1589 1.0933
20 H -0.2501 -0.7122 1.2298
21 H -0.6894 -0.4812 4.6179
22 H -2.6315 -2.0391 4.7312
23 H -4.5755 -1.6927 3.1910
24 H -4.5710 0.2374 1.5892
25 H -2.6093 1.7821 1.5253
26 H 2.8658 -0.3759 4.2015
27 H 3.1956 -2.8498 4.1262
28 F 3.2718 7.0858 0.4136
29 C 2.3410 6.1092 0.1393
30 C 1.0159 6.5029 -0.0288
31 C 0.0819 5.5066 -0.3498
32 C 0.4798 4.1925 -0.4991
33 C 1.8404 3.7831 -0.3263
34 C 2.1197 2.4083 -0.5474
35 C 3.3335 1.6684 -0.5181
36 C 3.2334 0.2736 -0.8304
37 C 4.3438 -0.5484 -0.8628
38 C 5.6137 -0.0223 -0.5778
39 C 5.7458 1.3332 -0.2536
40 C 4.6353 2.1709 -0.2234
41 C 2.7775 4.7972 0.0340
42 H 0.7251 7.5416 0.0863
43 H -0.9664 5.7703 -0.4857
44 H -0.2472 3.4178 -0.7418
45 H 1.2426 1.8269 -0.8473
46 H 2.2389 -0.1212 -1.0459
47 H 4.2250 -1.6022 -1.1153
48 H 6.4888 -0.6683 -0.6092
49 H 6.7295 1.7452 -0.0209
50 H 4.7676 3.2135 0.0412
51 H 3.8154 4.5644 0.2347

Atoms 1-2, force components in eV/Å:
C -0.021 -0.010 -0.026
C 0.123 0.090 0.214

---

Number 1: total energy -13517.82169 Eh. Number 2: total energy -2019.30954 Eh. Number 3: total energy -1308.73483 Eh.